No. 1
A 2-piece molecular cluster, C5H7N3O4S overall at a distorted geometry, computed with ωB97M-V/def2-TZVPD.

Last column: Mulliken charge in e.
Element x y z (Å)
C 2.51 -0.48 -1.86  -0.927
S 0.75 -0.23 -1.37  0.052
C 0.72 -0.57 0.42  0.667
O 1.87 -0.47 1.06  -0.522
N -0.25 -1.08 1.05  -0.551
C -1.52 -1.32 0.57  -0.318
C -2.32 -0.31 0.20  -0.247
N -3.70 -0.43 -0.07  0.996
O -4.24 0.40 -0.75  -0.594
O -4.26 -1.39 0.33  -0.592
H 2.51 0.02 -2.77  0.377
H 2.88 -1.50 -1.77  0.310
H 3.24 0.00 -1.18  0.294
H 1.69 -0.86 2.02  0.362
H -1.80 -2.36 0.81  0.328
H -2.00 0.78 -0.01  0.325
N 0.49 1.86 0.71  -0.361
C 1.39 2.64 0.73  0.573
O 2.39 3.23 0.52  -0.434
H -0.36 2.07 1.36  0.262

- energy (a.u.) = -1057.9802
- total charge = 0
- ΔE to the lowest compared entry with this formula, charge and spin (kJ/mol) = 55.5
- SMILES = CS/C(O)=N\C=C\[N+](=O)[O-].N=C=O

No. 2
C15H28N6RuS3Se as an isolated structure at a distorted geometry, computed with ωB97M-V/def2-TZVPD.

Last column: Mulliken charge in e.
Element x y z (Å)
Ru -0.32 -0.32 -0.09  0.994
N -1.63 -0.82 1.90  -0.535
C -1.46 -2.27 2.10  -0.119
C 0.01 -2.56 2.34  -1.082
N 0.84 -2.10 1.22  -0.033
C 1.29 -3.15 0.30  -0.798
C 0.36 -3.30 -0.90  -0.494
N 0.37 -2.04 -1.67  -0.435
H -2.61 -0.60 1.77  0.243
H -1.32 -0.34 2.75  0.295
H -2.05 -2.64 2.95  0.484
H -1.81 -2.78 1.20  0.070
H 0.32 -2.05 3.26  0.439
H 0.15 -3.64 2.51  0.314
H 1.67 -1.63 1.60  0.267
H 2.29 -2.90 -0.07  0.415
H 1.36 -4.12 0.82  0.348
H 0.69 -4.15 -1.51  0.482
H -0.66 -3.51 -0.58  0.260
H 1.31 -1.89 -2.04  0.262
H -0.25 -2.13 -2.47  0.248
C 4.05 2.17 1.53  -0.727
C 4.07 1.55 0.13  -0.845
S 2.58 0.60 -0.37  0.125
C 1.77 1.70 -1.59  -0.839
C 1.04 2.87 -0.96  -0.643
S -0.33 2.37 0.15  0.200
C 0.13 3.25 1.68  -0.785
C 1.40 2.71 2.32  -0.180
S 2.91 3.57 1.72  -0.051
H 5.05 2.59 1.70  0.469
H 3.85 1.43 2.30  0.338
H 4.89 0.83 0.10  0.509
H 4.24 2.30 -0.64  0.393
H 1.07 1.05 -2.13  0.168
H 2.53 2.05 -2.28  0.651
H 0.60 3.48 -1.76  0.518
H 1.72 3.50 -0.38  0.266
H -0.72 3.13 2.34  0.436
H 0.21 4.31 1.44  0.475
H 1.50 1.64 2.15  -0.211
H 1.36 2.90 3.40  0.522
Se -1.65 2.22 -3.49  0.445
N -3.24 1.64 -3.70  -0.701
C -3.51 0.64 -2.87  0.471
C -4.69 -0.12 -2.78  -0.507
C -4.72 -1.10 -1.82  -0.855
C -3.62 -1.33 -0.99  -0.300
N -2.49 -0.65 -1.06  0.318
C -2.42 0.32 -1.99  0.422
N -1.32 1.05 -2.18  -0.128
H -5.52 0.08 -3.44  0.523
H -5.60 -1.73 -1.70  0.454
H -3.67 -2.11 -0.24  0.437

- energy (a.u.) = -4606.7057
- total charge = +3
- <S²> = 1.10
- spin multiplicity = 2

No. 3
A single C18H18N2O5 molecule at a distorted geometry, computed with ωB97M-V/def2-TZVPD.

Last column: Mulliken charge in e.
Element x y z (Å)
C -1.10 -5.51 -2.93  -0.862
O -0.17 -4.47 -2.73  -0.438
C -0.60 -3.19 -2.80  0.459
C -1.92 -2.79 -3.03  -0.656
C -2.21 -1.44 -3.08  -1.061
C -1.25 -0.47 -2.87  0.378
C -1.66 0.96 -2.94  -0.085
O -2.37 1.36 -3.84  -0.629
C -1.23 1.84 -1.86  -0.898
C -0.78 1.40 -0.68  0.148
N -0.40 2.24 0.33  0.008
C 0.11 1.94 1.58  0.617
C 0.94 2.91 2.16  -0.850
C 1.53 2.73 3.39  -0.654
C 1.27 1.55 4.07  -0.388
N 1.87 1.32 5.35  0.994
O 2.59 2.19 5.80  -0.630
O 1.64 0.27 5.91  -0.622
C 0.41 0.59 3.54  -0.542
C -0.19 0.77 2.30  1.297
C -1.17 -0.27 1.85  -1.851
C 0.08 -0.87 -2.66  1.120
O 1.01 0.12 -2.53  -0.334
C 2.37 -0.23 -2.42  -0.995
C 0.39 -2.22 -2.63  -0.509
H -0.54 -6.43 -2.84  0.255
H -1.89 -5.49 -2.17  0.343
H -1.55 -5.45 -3.93  0.347
H -2.70 -3.51 -3.19  0.403
H -3.23 -1.12 -3.27  0.443
H -1.37 2.90 -2.04  0.409
H -0.67 0.35 -0.49  0.481
H -0.33 3.21 0.07  0.231
H 1.14 3.82 1.61  0.343
H 2.17 3.47 3.82  0.474
H 0.20 -0.29 4.12  0.514
H -0.70 -1.00 1.19  0.345
H -1.56 -0.81 2.71  0.471
H -2.01 0.18 1.32  0.441
H 2.57 -0.80 -1.51  0.371
H 2.70 -0.81 -3.29  0.357
H 2.91 0.71 -2.39  0.254
H 1.40 -2.57 -2.48  0.499

- energy (a.u.) = -1182.3047
- total charge = 0
- ΔE to the lowest compared entry with this formula, charge and spin (kJ/mol) = 499.7
- SMILES = COc1ccc(C(=O)/C=C/Nc2ccc([N+](=O)[O-])cc2C)c(OC)c1

No. 4
A single C5H8N4O molecule at a distorted geometry, computed with ωB97M-V/def2-TZVPD.

Last column: Mulliken charge in e.
Element x y z (Å)
C -1.60 1.52 0.63  -0.874
N -0.68 0.49 0.69  0.216
C -0.48 -0.53 1.68  -0.286
C 0.45 -1.37 1.24  -0.472
N 0.84 -0.96 -0.03  0.092
C 1.87 -1.68 -0.84  -0.861
C 0.16 0.18 -0.38  0.317
N 0.28 0.84 -1.48  -0.236
N -0.77 1.42 -2.06  -0.107
O -0.53 2.33 -2.81  -0.487
H -2.27 1.59 1.55  0.305
H -1.14 2.58 0.64  0.256
H -2.25 1.35 -0.26  0.402
H -0.97 -0.30 2.70  0.289
H 0.93 -2.07 1.76  0.501
H 1.55 -1.41 -1.96  0.322
H 2.84 -1.23 -0.53  0.279
H 1.77 -2.74 -0.53  0.347

- energy (a.u.) = -489.4571
- total charge = 0
- ΔE to the lowest compared entry with this formula, charge and spin (kJ/mol) = 451.2
- SMILES = Cn1ccn(C)c1=NN=O

No. 5
A 2-piece molecular cluster, CH5O3P overall at a distorted geometry, computed with ωB97M-V/def2-TZVPD.

Last column: Mulliken charge in e.
Element x y z (Å)
C -2.51 -0.59 -0.45  -0.608
O 0.19 -1.58 -0.27  -0.564
O 2.85 1.07 0.22  -0.649
O -0.48 0.66 0.85  -0.483
P -0.93 -0.79 0.20  0.765
H -2.94 0.23 0.11  0.249
H -3.08 -1.30 -1.10  0.284
H 2.87 1.30 -0.72  0.323
H 3.53 0.32 0.19  0.336
H 0.48 0.69 0.97  0.346

- energy (a.u.) = -608.1568
- total charge = 0
- ΔE to the lowest compared entry with this formula, charge and spin (kJ/mol) = 140.3

No. 6
C17H15F9IrNO3S as an isolated structure at a distorted geometry, computed with ωB97M-V/def2-TZVPD.

Last column: Mulliken charge in e.
Element x y z (Å)
Ir -0.32 0.88 0.19  1.921
O 1.41 -0.31 0.03  -0.645
C 2.26 0.03 1.15  -0.592
C 1.39 0.17 2.34  0.482
C 1.84 0.03 3.63  -0.876
C 0.96 0.23 4.68  -0.424
C -0.36 0.57 4.41  -0.988
C -0.75 0.71 3.09  -0.310
N 0.12 0.51 2.09  0.313
H 1.90 -0.16 -0.79  0.437
H 2.77 0.99 0.96  0.277
H 3.02 -0.74 1.28  0.542
H 2.88 -0.22 3.82  0.553
H 1.29 0.13 5.70  0.510
H -1.08 0.73 5.20  0.564
H -1.75 1.03 2.82  0.578
C -4.07 -1.80 0.05  -1.083
S -2.82 -1.17 1.13  0.445
O -1.89 -0.39 0.15  -0.345
C -1.91 -2.64 1.52  0.731
C -1.32 -3.39 0.51  -0.395
C -0.69 -4.57 0.85  -0.842
C -0.64 -4.97 2.19  -0.426
C -1.20 -4.20 3.19  -0.695
C -1.83 -3.00 2.86  -0.364
H -3.66 -2.54 -0.63  0.377
H -4.50 -0.97 -0.50  0.448
H -4.83 -2.26 0.68  0.425
H -1.35 -3.06 -0.52  0.482
H -0.25 -5.18 0.08  0.425
H -0.13 -5.89 2.45  0.445
H -1.15 -4.51 4.22  0.441
H -2.27 -2.38 3.63  0.450
F 1.53 4.22 -2.09  -0.223
C 1.37 4.61 -0.83  0.470
F 0.85 5.83 -0.81  -0.206
F 2.56 4.63 -0.25  -0.222
C 0.43 3.61 -0.09  0.792
O 0.90 2.32 -0.27  -1.167
C 0.39 3.99 1.44  0.724
F -0.05 5.21 1.67  -0.213
F -0.44 3.13 2.09  -0.193
F 1.59 3.82 1.99  -0.255
C -1.01 3.65 -0.66  0.409
F -1.02 3.38 -1.95  -0.215
F -1.69 4.73 -0.42  -0.181
F -1.71 2.55 -0.04  -0.380

- energy (a.u.) = -2337.9718
- total charge = +2
- ΔE to the lowest compared entry with this formula, charge and spin (kJ/mol) = 56.8